1.
The following is a quantum chemistry calculation of the molecule C12H12NP in a non-equilibrium geometry, from OMol25.

Atoms and positions in Å:
C (-2.944, -2.737, -0.219)
C (-3.144, -2.414, 1.173)
C (-2.016, -2.047, -0.909)
C (-2.449, -1.424, 1.783)
C (-1.144, -1.127, -0.294)
C (-1.297, -0.872, 1.093)
C (0.686, 0.774, 0.737)
C (0.503, 0.458, -0.585)
C (1.465, 2.719, 1.914)
C (1.792, 1.726, 1.114)
C (2.688, 0.799, -1.921)
C (1.262, 1.288, -1.703)
N (-0.274, -0.469, -1.100)
P (-0.145, 0.043, 2.088)
H (-3.467, -3.457, -0.863)
H (-3.886, -3.109, 1.700)
H (-1.805, -2.480, -1.847)
H (-2.515, -1.220, 2.789)
H (2.142, 3.546, 2.127)
H (0.475, 2.833, 2.214)
H (2.754, 1.485, 0.578)
H (2.974, -0.239, -1.502)
H (3.477, 1.393, -1.449)
H (2.962, 0.918, -3.026)
H (0.500, 1.277, -2.557)
H (1.406, 2.334, -1.336)

The total charge is 0. Its structure (SMILES) is C=Cc1pc2ccccc2nc1CC. Its spin multiplicity is 1. The calculation puts the frontier orbital gap at 8.0 eV. The calculation puts the HOMO energy at -8.543 eV.

Results of the Löwdin charge analysis, in e, for atoms 1 through 8: -0.08, -0.09, -0.05, -0.13, -0.28, -0.39, -0.45, -0.33

=====

2.
The following is a quantum chemistry calculation of the molecule C12H12NPS in a non-equilibrium geometry, from OMol25.

Atoms and positions in Å:
C (2.560, 2.825, 1.183)
C (2.717, 1.778, 0.318)
C (1.709, 2.830, 2.255)
C (2.049, 0.616, 0.620)
C (1.063, 1.628, 2.578)
C (1.159, 0.565, 1.700)
C (-0.550, -2.663, 0.151)
C (-0.525, -2.293, -1.139)
C (-2.249, -1.018, 0.598)
C (-1.457, -1.985, 1.034)
C (-1.160, -1.089, -1.709)
C (-2.408, -0.814, -0.876)
N (0.357, -0.543, 1.825)
P (0.081, -1.036, 3.327)
S (-1.485, -2.267, 2.802)
H (3.102, 3.770, 1.013)
H (3.416, 1.915, -0.425)
H (1.488, 3.760, 2.846)
H (2.319, -0.268, 0.201)
H (0.288, 1.399, 3.452)
H (-0.075, -3.522, 0.538)
H (0.048, -2.880, -1.772)
H (-3.038, -0.394, 1.106)
H (-0.478, -0.233, -1.550)
H (-1.446, -1.096, -2.826)
H (-3.292, -1.369, -1.218)
H (-2.602, 0.368, -1.011)

The total charge is 0. Its structure (SMILES) is C1=CC(S/P=N/c2ccccc2)=CCC1. Its spin multiplicity is 1. The calculation puts the frontier orbital gap at 7.5 eV. The calculation puts the HOMO energy at -7.970 eV.

Results of the Löwdin charge analysis, in e, for atoms 1 through 8: -0.13, -0.08, -0.10, -0.02, -0.09, -0.44, -0.12, -0.09

=====

3.
The following is a quantum chemistry calculation of the molecule C12H12O2S in a non-equilibrium geometry, from OMol25.

Atoms and positions in Å:
O (-2.305, 0.956, -0.564)
O (1.124, 0.632, -3.661)
S (1.474, 1.472, -0.961)
C (-1.111, 1.015, -0.764)
C (0.562, 0.886, -2.442)
C (-0.783, 0.723, -2.182)
C (0.254, -3.438, 0.808)
C (-0.927, -2.789, 1.181)
C (1.398, -2.610, 0.497)
C (-0.983, -1.420, 1.306)
C (1.326, -1.254, 0.759)
C (0.173, -0.631, 1.244)
C (-0.114, 3.185, 0.342)
C (0.027, 0.853, 1.405)
C (-0.022, 1.695, 0.080)
H (0.524, 0.080, -4.270)
H (-1.465, 0.301, -2.780)
H (0.251, -4.523, 0.914)
H (-1.833, -3.414, 1.442)
H (2.348, -3.096, 0.117)
H (-1.798, -1.037, 1.796)
H (2.279, -0.734, 0.650)
H (0.284, 3.301, 1.334)
H (-1.119, 3.555, 0.208)
H (0.522, 3.922, -0.253)
H (-0.953, 1.135, 1.858)
H (0.867, 1.234, 1.937)

The total charge is 0. Its structure (SMILES) is C[C@]1(Cc2ccccc2)SC(O)=CC1=O. Its spin multiplicity is 1. The calculation puts the frontier orbital gap at 8.9 eV. The calculation puts the HOMO energy at -8.422 eV.

Results of the Löwdin charge analysis, in e, for atoms 1 through 8: 0.08, 0.00, 1.02, -0.42, -0.50, -0.01, -0.07, -0.10

=====

4.
The following is a quantum chemistry calculation of a structure of composition C12H13ClO2Rh in a non-equilibrium geometry, from OMol25.

Atoms and positions in Å:
C (-1.220, -0.572, 0.956)
C (-2.345, 0.016, 0.264)
C (-2.222, 1.460, 0.388)
H (-3.234, -0.518, -0.070)
C (-0.967, 1.727, 1.100)
C (-0.399, 0.488, 1.467)
H (0.488, 0.360, 2.078)
H (-1.069, -1.638, 1.126)
H (-3.026, 2.195, 0.279)
H (-0.639, 2.730, 1.384)
Rh (-1.295, 0.958, -1.590)
Cl (0.427, -0.918, -1.398)
C (-1.218, 0.870, -3.576)
C (-1.176, 2.234, -3.090)
C (-2.380, 2.449, -2.305)
H (-0.386, 2.976, -3.199)
C (-3.145, 1.236, -2.339)
C (-2.428, 0.271, -3.090)
H (-2.747, -0.765, -3.229)
H (-0.403, 0.333, -4.032)
H (-2.653, 3.371, -1.817)
H (-4.133, 1.091, -1.888)
C (2.873, 1.717, -0.907)
C (1.730, 2.019, -1.829)
O (1.904, 1.970, -3.052)
O (0.620, 2.294, -1.194)
H (3.819, 2.021, -1.354)
H (2.892, 0.630, -0.772)
H (2.734, 2.195, 0.063)

The total charge is -1. Its spin multiplicity is 5. The calculation puts the frontier orbital gap (alpha / beta) at 5.6 / 6.5 eV. The calculation puts the HOMO energy (alpha / beta) at -2.149 / -4.804 eV.

Results of the Löwdin charge analysis, in e, for atoms 1 through 8: -0.18, -0.22, -0.22, 0.09, -0.11, -0.14, 0.09, 0.09

=====

5.
The following is a quantum chemistry calculation of a structure of composition C12H13F6NOSm in a non-equilibrium geometry, from OMol25.

Atoms and positions in Å:
C (-0.086, -1.390, -2.709)
C (-1.423, -1.531, -2.207)
C (-1.360, -2.231, -0.956)
C (0.028, -2.533, -0.693)
C (0.812, -2.008, -1.776)
Sm (-0.168, -0.064, -0.428)
C (-1.147, 1.776, -1.779)
C (0.269, 1.899, -2.184)
C (0.623, 2.446, -3.411)
N (1.265, 1.414, -1.344)
H (-2.204, -2.387, -0.258)
H (-2.329, -1.109, -2.669)
H (0.433, -2.942, 0.248)
H (1.912, -2.028, -1.851)
H (0.204, -0.887, -3.643)
H (-1.937, 1.596, -2.518)
H (2.251, 1.480, -1.568)
H (-1.448, 2.253, -0.819)
H (-0.188, 2.835, -4.012)
H (1.676, 2.483, -3.653)
C (1.396, 0.784, 3.285)
C (0.474, -0.009, 2.405)
O (1.143, -0.410, 1.260)
C (-0.004, -1.321, 3.064)
F (-0.629, -1.092, 4.244)
F (-0.872, -2.067, 2.298)
F (1.063, -2.131, 3.300)
C (-0.804, 0.855, 2.129)
F (-1.520, 1.227, 3.187)
F (-0.455, 1.993, 1.400)
F (-1.788, 0.238, 1.275)
H (2.263, 0.148, 3.466)
H (0.856, 1.038, 4.195)
H (1.694, 1.673, 2.721)

The total charge is -1. Its spin multiplicity is 6. The calculation puts the frontier orbital gap (alpha / beta) at 5.1 / 5.1 eV. The calculation puts the HOMO energy (alpha / beta) at -2.333 / -2.308 eV.

Results of the Löwdin charge analysis, in e, for atoms 1 through 8: -0.20, -0.22, -0.26, -0.26, -0.22, 1.60, -0.26, -0.68

=====

6.
The following is a quantum chemistry calculation of the ion C12H13N2O with charge +1 in a non-equilibrium geometry, from OMol25.

Atoms and positions in Å:
C (-3.789, 0.226, -0.133)
C (-3.197, -0.682, 0.746)
C (-2.984, 1.075, -0.900)
C (2.143, 1.121, -1.147)
C (2.788, 1.521, 0.022)
C (-1.856, -0.756, 0.912)
C (-1.603, 1.052, -0.715)
C (1.097, 0.270, -1.184)
C (2.164, 1.352, 1.214)
C (-1.043, 0.072, 0.135)
C (0.450, -0.092, 0.151)
C (0.979, -1.559, -0.047)
N (1.032, 0.598, 1.290)
N (2.154, -1.862, 0.508)
O (0.472, -2.326, -0.933)
H (-4.882, 0.127, -0.085)
H (-3.919, -1.366, 1.380)
H (-3.324, 1.763, -1.517)
H (2.493, 1.523, -2.160)
H (3.683, 2.150, 0.080)
H (-1.451, -1.384, 1.556)
H (-1.057, 1.726, -1.304)
H (0.622, 0.085, -2.060)
H (2.608, 1.942, 2.132)
H (2.352, -1.796, 1.469)
H (2.721, -2.580, 0.039)
H (0.217, 0.747, 1.847)
H (1.128, -2.949, -1.296)

The total charge is +1. Its structure (SMILES) is [NH2+]=C(O)[C@]1(c2ccccc2)C=CC=CN1. Its spin multiplicity is 1. The calculation puts the frontier orbital gap (alpha / beta) at 7.9 / 7.9 eV. The calculation puts the HOMO energy (alpha / beta) at -11.683 / -11.683 eV.

Results of the Löwdin charge analysis, in e, for atoms 1 through 8: -0.04, -0.08, -0.02, -0.06, -0.10, -0.04, 0.01, -0.04

=====

7.
The following is a quantum chemistry calculation of a structure of composition C12H13N6O4S2W in a non-equilibrium geometry, from OMol25.

Atoms and positions in Å:
W (-0.635, 1.120, -1.010)
N (-2.237, 3.446, 2.484)
C (-1.509, 2.763, 1.616)
S (-2.362, 2.127, 0.178)
N (-0.260, 2.510, 1.766)
N (0.341, 1.850, 0.720)
C (1.633, 1.656, 0.992)
C (2.635, 1.157, 0.138)
C (3.961, 1.024, 0.588)
C (4.953, 0.683, -0.309)
C (4.650, 0.500, -1.664)
C (3.350, 0.631, -2.147)
C (2.375, 0.931, -1.228)
O (1.070, 1.064, -1.588)
H (-3.217, 3.634, 2.342)
H (-1.796, 3.828, 3.311)
H (1.924, 1.982, 1.987)
H (4.195, 1.201, 1.631)
H (5.974, 0.576, 0.031)
H (5.444, 0.260, -2.361)
H (3.114, 0.510, -3.195)
C (-0.399, -3.869, 1.152)
N (-1.634, -3.193, 0.720)
C (-2.909, -3.669, 0.935)
C (-3.775, -2.779, 0.394)
N (-3.010, -1.766, -0.135)
C (-1.714, -2.028, 0.072)
S (-0.278, -1.161, -0.430)
H (-0.670, -4.851, 1.527)
H (0.076, -3.298, 1.946)
H (0.270, -3.987, 0.303)
H (-3.091, -4.603, 1.440)
H (-4.850, -2.788, 0.337)
H (-3.374, -0.990, -0.666)
O (-2.840, 1.547, -3.940)
N (-2.127, 1.403, -3.053)
O (-2.167, 0.409, -2.164)
O (-1.113, 2.169, -2.722)

The total charge is +3. Its spin multiplicity is 1. The calculation puts the frontier orbital gap at 5.5 eV. The calculation puts the HOMO energy at -18.259 eV.

Results of the Löwdin charge analysis, in e, for atoms 1 through 8: 1.45, 0.17, -0.71, 0.83, 0.03, -0.19, 0.03, -0.13

=====

8.
The following is a quantum chemistry calculation of a structure of composition C12H13NPt in a non-equilibrium geometry, from OMol25.

Atoms and positions in Å:
Pt (-0.883, -0.314, -1.503)
C (-0.303, -0.154, -3.589)
H (0.816, -0.190, -3.487)
H (-0.588, -0.951, -4.327)
H (-0.574, 0.879, -3.925)
H (-1.537, -0.901, -3.250)
H (-2.353, -0.783, -1.647)
C (2.206, 2.670, -0.471)
C (2.287, 2.436, 0.946)
C (1.583, 1.456, 1.562)
C (0.708, 0.672, 0.817)
N (0.626, 0.911, -0.539)
C (1.335, 1.821, -1.166)
C (-0.174, -0.388, 1.314)
C (-0.185, -0.850, 2.636)
C (-1.054, -1.890, 2.981)
C (-1.873, -2.516, 2.043)
C (-1.879, -2.076, 0.718)
C (-1.041, -1.007, 0.409)
H (2.740, 3.415, -0.988)
H (2.963, 3.082, 1.500)
H (1.643, 1.243, 2.640)
H (1.173, 1.877, -2.265)
H (0.464, -0.361, 3.384)
H (-1.075, -2.263, 4.018)
H (-2.551, -3.348, 2.298)
H (-2.475, -2.472, -0.108)

The total charge is +2. Its spin multiplicity is 5. The calculation puts the frontier orbital gap (alpha / beta) at 5.9 / 6.0 eV. The calculation puts the HOMO energy (alpha / beta) at -13.247 / -17.548 eV.

Results of the Löwdin charge analysis, in e, for atoms 1 through 8: 1.16, -0.21, 0.06, 0.05, 0.06, 0.16, 0.02, 0.08

=====

Which value of spin multiplicity does entry 4 give?
5